Below is a molecular structure, C7H13AlF5NO6PS, with properties calculated with ωB97M-V/def2-TZVPD.

Orbital gap   6.96 eV
Net charge   -1

Geometry (Å):
C 0.91431 -2.27898 0.82098
C -0.16853 -1.78927 0.66239
Al -2.03684 -1.14313 0.55197
N -2.09712 0.57895 -0.18592
S -3.11014 -2.65817 -0.93992
O -2.37774 -3.91136 -0.91526
O -3.16769 -2.11084 -2.28698
C -4.85378 -3.18381 -0.42870
F -5.53486 -3.72259 -1.45270
F -4.78374 -4.13160 0.52368
C -5.69856 -2.03011 0.17938
F -5.46409 -1.91979 1.48796
F -7.00501 -2.29121 0.04720
F -5.40635 -0.85886 -0.38230
H 1.70829 -2.93243 1.06641
H -2.71926 -1.13248 1.99209
H -2.78938 1.12904 0.31180
H -2.49799 0.49104 -1.11813
C 2.41454 2.33837 2.38243
O 2.08392 2.04701 1.03089
P 3.13994 1.04810 0.24405
O 3.42364 0.03845 1.29048
O 4.29906 2.21940 0.12132
C 3.94403 3.53170 -0.32848
O 3.77269 0.20766 -1.04365
C 3.74129 0.78531 -2.36060
H 1.85066 3.23152 2.65418
H 2.11458 1.51473 3.02602
H 3.48066 2.53501 2.50096
H 3.97847 4.22498 0.51326
H 2.94810 3.56652 -0.76775
H 4.67096 3.84876 -1.07704
H 4.49917 1.56749 -2.44906
H 2.75940 1.19388 -2.59699
H 3.96739 -0.00327 -3.07399

Atom-resolved charges from Löwdin, all expressed in e: C -0.04; C -0.20; Al 0.15; N -0.11; S 0.62; O -0.40; O -0.40; C -0.51; F 0.10; F 0.10; C -0.59; F 0.14; F 0.16; F 0.15; H 0.00; H -0.07; H -0.04; H -0.04; C -0.12; O -0.28; P 0.60; O -0.26; O -0.27; C -0.13; O -0.22; C -0.11; H 0.09; H 0.09; H 0.09; H 0.08; H 0.08; H 0.08; H 0.08; H 0.09; H 0.09


Below is a molecular structure, C7H13BN4W, with properties calculated with ωB97M-V/def2-TZVPD.

Orbital gap (alpha / beta)   6.48 / 7.17 eV
Spin multiplicity   3
Net charge   +2

Geometry (Å):
W 0.33603 -0.20568 -0.48122
C 0.10006 0.07608 -2.73045
H 1.13502 0.31579 -3.05739
H -0.20424 -0.85348 -3.22076
H -0.44459 0.79828 -3.33421
H -0.61239 0.43813 -1.78818
H -1.05029 0.77223 -0.94993
B 0.86222 -2.29205 1.81422
N 0.86475 -0.79688 2.25818
C 1.14551 -0.32377 3.48514
C 0.96957 1.06442 3.45750
C 0.46745 1.40694 2.19482
N 0.37185 0.25653 1.46651
N 1.77713 -2.51525 0.54788
C 2.75087 -3.37154 0.20634
C 3.18936 -3.11206 -1.10667
C 2.40078 -2.07328 -1.55054
N 1.54769 -1.71897 -0.54567
H -0.24770 -2.68343 1.64066
H 1.35491 -2.93287 2.67603
H 1.45013 -1.02191 4.27300
H 1.08313 1.76174 4.25849
H 0.22937 2.35556 1.69694
H 3.12995 -4.06720 0.93691
H 3.95449 -3.65542 -1.64942
H 2.41110 -1.54044 -2.48277

Atom-resolved charges from Löwdin, all expressed in e: W 1.75; C -0.20; H 0.08; H 0.08; H 0.08; H -0.11; H 0.04; B -0.37; N -0.05; C 0.06; C 0.04; C -0.04; N -0.19; N -0.03; C 0.06; C 0.05; C -0.06; N -0.23; H 0.08; H 0.09; H 0.17; H 0.13; H 0.14; H 0.16; H 0.14; H 0.12


Below is a gas-phase ion, C7H13BrN4 (charge +2), with properties calculated with ωB97M-V/def2-TZVPD.

Orbital gap   8.88 eV
Net charge   +2

Geometry (Å):
C 0.82037 1.55093 0.11506
C -0.62787 1.89794 0.20741
C 1.56507 2.09569 1.45393
C -1.44228 0.92274 -0.17835
C -0.67554 -0.31015 -0.64112
C -2.07719 -2.20257 -0.00309
C 2.87969 0.03486 -1.31079
N -1.00475 -1.46596 0.20288
N -2.54752 -3.08323 0.82730
N 0.69285 0.08677 -0.49209
N 1.65900 -0.34908 -1.29958
Br -3.33355 0.85817 -0.17667
H 1.29442 2.11037 -0.70129
H -0.94507 2.86037 0.56709
H 2.63821 1.95841 1.38930
H -0.92977 -0.57444 -1.67755
H -2.58811 -2.08060 -0.95449
H 1.18058 1.60840 2.34248
H 3.57073 -0.38764 -2.02118
H 3.24135 0.77137 -0.61056
H -0.54728 -1.49985 1.10990
H -3.36808 -3.62833 0.58967
H -2.15068 -3.25013 1.74672
H 1.33250 3.15328 1.47567
H 1.36291 -1.07732 -1.96068

Atom-resolved charges from Löwdin, all expressed in e: C -0.18; C -0.05; C 0.02; C -0.61; C -0.30; C -0.17; C 0.21; N 0.11; N 0.23; N -0.02; N 0.06; Br 0.88; H 0.15; H 0.14; H 0.07; H 0.17; H 0.16; H 0.09; H 0.13; H 0.11; H 0.18; H 0.16; H 0.16; H 0.09; H 0.21


Below is a gas-phase ion, C7H13ClN (charge +1), with properties calculated with ωB97M-V/def2-TZVPD.

Orbital gap (alpha / beta)   7.09 / 8.75 eV
Net charge   +1

Geometry (Å):
C 2.19585 0.27125 -0.17120
C 0.81027 -1.04386 0.72555
C 1.51745 1.55258 0.09826
C 0.24468 1.25616 0.90925
C 0.70235 -2.39291 0.14601
C -2.43853 0.46619 -0.61748
C -1.03348 -0.09966 -0.74854
N -0.29580 -0.08896 0.55466
Cl 3.79088 0.04076 -0.34875
H 2.14276 2.27059 0.63628
H 1.27315 2.01426 -0.86563
H 0.51490 1.22051 1.96588
H -0.51877 2.01852 0.75728
H 0.73592 -2.42324 -0.94559
H -0.23465 -2.85657 0.46789
H 1.52647 -2.99830 0.51926
H -3.02382 -0.10736 0.10005
H -2.44496 1.51221 -0.32082
H -2.93939 0.39464 -1.57913
H -0.44067 0.46071 -1.47091
H -1.09994 -1.13326 -1.08967
H -0.98464 -0.33425 1.27739

Atom-resolved charges from Löwdin, all expressed in e: C -0.56; C -0.01; C -0.23; C -0.11; C -0.09; C -0.05; C -0.16; N -0.14; Cl 0.82; H 0.13; H 0.13; H 0.14; H 0.13; H 0.09; H 0.10; H 0.09; H 0.09; H 0.08; H 0.10; H 0.14; H 0.12; H 0.19


Below is 2 unconnected molecules or ions with the total composition C7H13ClPS, with properties calculated with ωB97M-V/def2-TZVPD.

Orbital gap (alpha / beta)   4.69 / 4.66 eV
Net charge   +1

Geometry (Å):
C 2.09685 -1.88736 0.63450
C 1.09869 -2.07444 -0.46925
C -2.33857 0.76809 -0.80830
C -1.46892 1.87317 -1.23194
C 1.45710 -0.66875 -0.09045
C -0.92356 0.49732 -1.09818
C 1.11914 1.81079 0.54172
P 0.11895 0.31309 0.40522
S -2.52269 -1.26839 2.31105
Cl -2.45426 -1.96210 4.06093
H 1.78476 -2.13167 1.66610
H 3.17560 -2.07472 0.46353
H 1.51608 -2.65736 -1.30822
H 0.10519 -2.56378 -0.30741
H -2.66290 0.87288 0.14889
H -3.02847 0.21113 -1.45970
H -1.56256 2.21913 -2.25520
H -1.22364 2.60888 -0.55884
H 2.27941 -0.24470 -0.75092
H -0.47381 -0.06301 -1.81271
H 1.56346 1.96201 -0.38577
H 1.69143 1.72478 1.43054
H 0.65270 2.73501 0.87442

Atom-resolved charges from Löwdin, all expressed in e: C -0.12; C -0.21; C -0.16; C -0.12; C -0.47; C -0.38; C -0.23; P 1.05; S 0.22; Cl 0.20; H 0.10; H 0.12; H 0.12; H 0.12; H 0.04; H 0.13; H 0.13; H 0.07; H 0.16; H 0.09; H 0.05; H 0.05; H 0.06


Below is a single C7H13F3N2OSi molecule, with properties calculated with ωB97M-V/def2-TZVPD.

Orbital gap   8.70 eV

Geometry (Å):
C -0.46882 0.38802 -0.25092
C 0.90950 1.12257 -0.37561
C -2.58395 -0.10128 0.95846
C 1.83718 -2.09150 -1.22530
C -1.32947 0.79764 0.90809
C 1.42699 2.17871 0.63027
C 1.03935 3.53229 0.23131
N 0.91783 1.06678 -2.68909
N 1.56806 1.44307 -1.69723
O 1.29323 -1.10219 1.51111
F 1.05572 4.32145 1.32190
F -0.24426 3.51209 -0.19064
F 1.82640 4.24107 -0.63807
Si 1.02409 -0.78958 -0.05047
H -0.89926 0.48912 -1.32990
H -2.21515 -0.93362 1.50015
H -2.90412 -0.24217 0.00981
H -3.25398 0.46402 1.51774
H 2.12875 -2.88252 -0.62490
H 1.09631 -2.65354 -1.77154
H 2.54767 -1.52326 -1.82592
H -0.95667 0.77395 1.85843
H -1.81912 1.89305 0.68890
H 2.50740 1.86797 0.74347
H 1.04309 1.85860 1.57184
H 1.31210 1.12189 -3.57619
H 1.17642 -1.74604 2.11042

Atom-resolved charges from Löwdin, all expressed in e: C -0.28; C -0.42; C -0.09; C -0.13; C -0.27; C -0.06; C -0.61; N 0.06; N -0.01; O -0.07; F 0.11; F 0.13; F 0.12; Si 0.66; H 0.13; H 0.07; H 0.04; H 0.05; H -0.01; H 0.02; H 0.03; H 0.07; H 0.16; H 0.15; H 0.11; H 0.03; H 0.00


Below is a molecular structure, C7H13F6HgNO11S2, with properties calculated with ωB97M-V/def2-TZVPD.

Orbital gap   2.24 eV
Net charge   -4

Geometry (Å):
Hg 0.77281 -1.21002 0.65870
O 2.94993 -1.76732 3.87528
H 2.48362 -1.41566 4.65850
O 1.15126 -5.00746 -1.24289
H 0.65318 -5.14106 -2.07269
O 6.89948 -2.20692 -0.50266
C 7.18815 -0.93271 -1.10242
C 6.03619 0.10237 -1.79372
O 4.87215 -0.62490 -2.13892
H 7.87401 -1.19347 -1.90846
H 7.81801 -0.25967 -0.52070
H 6.60621 0.48291 -2.64128
H 5.82293 0.92647 -1.11292
C -3.32916 -5.38992 6.32450
F -3.22813 -6.59923 6.91678
F -4.57557 -4.88147 6.60688
F -2.55866 -4.45385 6.81518
S -3.23935 -5.52799 4.34624
O -2.17277 -6.52052 4.03825
O -4.54392 -5.94542 3.91075
O -2.71082 -4.23547 3.77734
C -6.47602 -1.59230 -2.17599
F -7.34559 -1.22671 -3.05462
F -6.56708 -0.71095 -1.22036
F -6.73355 -2.81705 -1.56273
S -4.72871 -1.58606 -3.00529
O -4.44159 -2.87422 -3.55627
O -4.84386 -0.53644 -4.01963
O -3.71574 -1.27762 -1.97056
C 1.10466 5.37392 -0.08059
O 0.98820 4.17340 -0.04401
N 0.74071 6.15910 -1.15389
C 1.21476 7.50406 -1.20608
C 0.18504 5.58491 -2.42897
H 1.63518 5.94897 0.69406
H 2.17282 7.43721 -1.72160
H 1.41216 8.03120 -0.27268
H 0.60003 8.10509 -1.87614
H 0.61654 5.90839 -3.37621
H 0.31169 4.50247 -2.44859
H -0.89934 5.69405 -2.41146

Atom-resolved charges from Löwdin, all expressed in e: Hg 0.13; O -0.58; H -0.19; O -0.47; H -0.15; O -0.21; C -0.31; C -0.30; O -0.17; H 0.06; H 0.06; H 0.06; H 0.08; C -0.62; F 0.09; F 0.03; F 0.13; S 0.50; O -0.40; O -0.36; O -0.37; C -0.69; F 0.13; F 0.13; F 0.06; S 0.45; O -0.35; O -0.39; O -0.36; C -0.34; O 0.06; N -0.20; C -0.11; C -0.03; H 0.13; H 0.08; H 0.08; H 0.08; H 0.08; H 0.09; H 0.08


Below is a single C7H13FO4S molecule, with properties calculated with ωB97M-V/def2-TZVPD.

Orbital gap   10.87 eV

Geometry (Å):
C -1.93220 -1.02524 -3.00687
C -0.97931 -0.58187 -2.25648
C -1.11842 2.24929 1.02628
C 2.31742 -0.83250 1.85355
C -1.36262 1.33465 -0.12532
C 1.53028 -1.01972 0.57702
C -0.68264 0.00807 0.05388
O -0.67094 -0.95354 2.72572
O -2.81316 -0.60608 1.79750
O -0.84700 -0.95898 -0.92226
O 0.62668 0.14664 0.42187
F -1.54128 -2.57071 0.91183
S -1.47413 -0.96815 1.58606
H -2.04021 -0.66474 -4.03657
H -2.68534 -1.40057 -2.33477
H -0.20710 0.09988 -2.63961
H -1.69431 1.92025 1.76950
H -1.37618 3.30680 0.58574
H -0.14567 2.28360 1.52331
H 3.03435 0.01252 1.73543
H 1.55979 -0.69724 2.60126
H 2.80588 -1.74376 2.08242
H -2.42135 1.21087 -0.03266
H -1.06151 1.90564 -1.10681
H 0.90726 -1.80432 0.85508
H 2.10074 -1.18280 -0.32961

Atom-resolved charges from Löwdin, all expressed in e: C 0.05; C -0.22; C -0.09; C -0.05; C -0.17; C -0.17; C -0.52; O -0.23; O -0.25; O -0.06; O -0.08; F -0.24; S 0.78; H 0.08; H 0.08; H 0.13; H 0.02; H 0.13; H 0.09; H 0.10; H 0.05; H 0.07; H 0.12; H 0.17; H 0.07; H 0.13


Below is a molecular structure, C7H13IO2, with properties calculated with ωB97M-V/def2-TZVPD.

Orbital gap   8.69 eV

Geometry (Å):
C 0.90736 0.83259 -0.30852
C -0.36210 0.94554 0.06640
C 1.75926 1.76003 -1.12172
C 2.09749 -1.46998 -0.63561
C -2.94586 -1.11331 1.43412
C 1.94469 -0.17946 0.26974
C -1.90003 -0.89012 0.37108
O -1.05364 0.19481 0.87496
O -1.31139 2.10798 -0.91878
I -2.75555 2.68991 0.21798
H 2.09143 2.63372 -0.61231
H 2.48943 1.12572 -1.54531
H 1.09773 2.19887 -1.87718
H 1.21071 -1.84055 -0.91975
H 2.57379 -2.08995 0.06480
H 2.74205 -1.22108 -1.45981
H -3.77085 -1.50626 1.04045
H -2.54624 -1.63059 2.17398
H -3.43567 -0.18311 1.80116
H 2.96333 0.18410 0.44571
H 1.62792 -0.32509 1.26756
H -2.27764 -0.48379 -0.71389
H -1.14622 -1.73999 0.08496

Atom-resolved charges from Löwdin, all expressed in e: C -0.21; C -0.27; C -0.04; C -0.04; C -0.06; C -0.18; C -0.18; O -0.15; O -0.83; I 0.92; H 0.09; H 0.06; H 0.08; H 0.02; H 0.06; H 0.07; H 0.03; H 0.03; H 0.09; H 0.11; H 0.09; H 0.16; H 0.15


Below is a molecular structure, C7H13LaNO2P, with properties calculated with ωB97M-V/def2-TZVPD.

Orbital gap (alpha / beta)   4.69 / 4.48 eV

Geometry (Å):
C -0.79833 0.83153 -2.96863
C -1.38018 1.77538 -3.85462
C -0.41373 2.77801 -4.16490
C 0.79989 2.47168 -3.47876
C 0.61784 1.28843 -2.71869
La 0.25758 -1.38504 -0.34170
P -0.49997 -3.26236 1.29038
H -1.26162 -0.07803 -2.56047
H -2.40214 1.73317 -4.22792
H -0.57600 3.63458 -4.81606
H 1.36183 0.77911 -2.08695
H 1.72047 3.05172 -3.52176
H 0.83270 -3.36322 0.64653
H -1.20425 -3.42342 0.01643
H -0.66193 -4.57297 1.81978
N -0.20379 0.36573 3.82648
C 0.73082 -0.71491 3.39699
C 0.77086 -0.60246 1.93808
O 1.76983 -0.95754 1.19281
O -0.27157 -0.03581 1.37203
H 0.29513 1.26508 3.84862
H -0.58321 0.23793 4.76887
H -0.95562 0.43097 3.11429
H 1.71736 -0.55535 3.82740
H 0.33799 -1.69221 3.68177

Atom-resolved charges from Löwdin, all expressed in e: C -0.24; C -0.21; C -0.19; C -0.21; C -0.24; La 1.55; P 0.50; H 0.00; H 0.06; H 0.07; H 0.01; H 0.07; H -0.18; H -0.14; H -0.14; N 0.18; C -0.12; C -0.83; O -0.31; O -0.36; H 0.18; H 0.16; H 0.15; H 0.14; H 0.09


Below is a molecular structure, C7H13N, with properties calculated with ωB97M-V/def2-TZVPD.

Orbital gap (alpha / beta)   8.60 / 8.60 eV

Geometry (Å):
C 1.17533 -1.00048 -0.10211
C 1.10032 0.88834 0.13454
C 0.59891 -1.28689 -1.39070
C 0.47176 -1.59203 1.10270
C -0.27869 1.31222 0.15449
C -1.18005 0.90148 -1.00530
C -0.85455 1.92872 1.19955
N -2.45530 0.62916 -0.76622
H 2.25976 -1.09678 -0.06312
H -2.55391 0.02423 0.05232
H 1.65443 1.05556 1.05344
H 1.64413 1.18359 -0.75927
H -1.02408 1.53434 -1.88402
H 1.23169 -1.08373 -2.24855
H -0.44446 -0.29439 -1.52838
H -0.00147 -2.18647 -1.47593
H 0.77457 -1.10177 2.02764
H -0.60908 -1.48536 1.01843
H 0.70393 -2.65370 1.19284
H -0.30875 2.13684 2.11069
H -1.90448 2.18712 1.17696

Atom-resolved charges from Löwdin, all expressed in e: C -0.34; C -0.07; C -0.07; C -0.09; C -0.36; C -0.31; C 0.08; N 0.06; H 0.11; H 0.04; H 0.09; H 0.10; H 0.12; H 0.07; H 0.13; H 0.08; H 0.08; H 0.07; H 0.08; H 0.07; H 0.06


Below is a molecular structure, C7H13N2, with properties calculated with ωB97M-V/def2-TZVPD.

Orbital gap   7.41 eV
Net charge   +1

Geometry (Å):
C -1.52834 1.55165 -0.09448
C -0.81151 0.33802 -0.25211
C 0.46712 0.37828 -0.88809
C -2.70891 -0.79281 0.45843
C -2.10909 2.60165 0.06807
C -0.80525 -2.13682 -0.16807
C 3.00765 0.55149 -0.01867
N -1.44397 -0.84047 0.09306
N 1.64854 0.48729 0.55005
H 1.44612 1.25086 1.17470
H 0.82615 -0.64377 -1.11555
H 0.89113 1.26162 -1.40625
H -3.19268 -1.72051 0.72910
H -3.24926 0.22644 0.56680
H -2.29313 3.55778 0.46634
H 0.31868 -2.09394 0.24367
H -1.44519 -2.91406 0.31276
H -0.76926 -2.33268 -1.24361
H 3.19918 -0.24740 -0.67382
H 3.09797 1.52958 -0.49288
H 3.80325 0.47568 0.79319
H 1.65082 -0.48785 0.89735

Atom-resolved charges from Löwdin, all expressed in e: C -0.13; C -0.34; C 0.05; C 0.13; C 0.15; C 0.01; C -0.09; N -0.17; N -0.01; H 0.14; H 0.09; H 0.14; H 0.09; H 0.13; H 0.04; H 0.13; H 0.11; H 0.11; H 0.07; H 0.10; H 0.12; H 0.13